# 1
A cluster of 8 separate species, C36H51N7O4S2 in total, computed with ωB97M-V/def2-TZVPD.

Calculated values
- Kohn-Sham gap: 7.3 eV
- Total energy: -2882.6830 Ha
- E_HOMO: -0.294 Eh

```
100
Properties=species:S:1:pos:R:3:forces:R:3
C -0.944468 -3.583683 6.179238 -0.73 -1.02 -0.43
C -0.087629 -4.687990 5.269350 0.51 1.40 0.00
C 0.350207 -3.980384 3.822530 0.16 -1.33 0.55
C 1.955914 -3.665833 3.912887 -0.62 0.91 0.72
C 2.524950 -2.604193 2.802476 1.14 -0.84 -0.03
C 1.690810 -2.549959 1.393070 1.44 1.27 -0.19
C 0.837696 -1.123273 1.208607 1.49 -0.15 -0.07
O -0.064199 -1.427054 0.084354 -2.43 -0.37 3.09
S -1.496647 -2.032866 0.831445 -4.71 -3.65 -3.36
O -1.620095 -3.583366 1.030983 2.09 6.08 0.39
O -2.723892 -1.721802 -0.092099 4.93 0.71 3.63
O -1.394553 -1.070137 2.244659 0.66 -1.66 -2.09
C -0.011143 -0.547537 2.486389 -1.86 -1.11 -0.03
S -0.195674 1.314641 2.364429 -0.85 -0.60 0.30
H -0.251506 -2.877848 6.810965 -1.37 -1.43 -1.28
H -1.670072 -2.936229 5.489662 1.65 -1.37 1.48
H -1.641546 -4.232945 6.874129 1.44 1.62 -1.07
H -0.688171 -5.684039 5.095947 1.24 2.10 0.49
H 0.923420 -4.864964 5.869910 -2.24 -0.13 -1.29
H 0.134236 -4.754253 2.942030 0.40 1.89 1.84
H -0.337785 -3.042513 3.695298 1.49 -1.71 0.01
H 2.543944 -4.677496 3.910387 -1.13 1.95 -0.13
H 2.134394 -3.158403 4.978738 -0.25 -1.19 -2.23
H 2.684237 -1.547764 3.317843 -0.57 -2.07 -1.29
H 3.625123 -2.974478 2.523384 -2.37 0.94 0.65
H 1.033688 -3.492397 1.163774 1.00 2.06 0.75
H 2.510168 -2.511891 0.525281 -1.96 -0.01 1.78
H 1.418186 -0.181655 0.824930 -0.51 -2.14 0.66
H 0.203561 -0.934350 3.569432 0.21 0.76 -2.31
H -1.402760 1.644459 3.030524 1.40 -1.03 -0.54
N -4.518938 0.748179 -0.698121 0.15 0.43 0.04
C -4.917129 1.908148 -0.086193 0.03 -0.08 -0.14
C -5.647102 2.640305 -0.995746 0.05 0.08 0.34
C -5.695848 1.892862 -2.196659 0.07 -0.21 -0.21
C -4.993642 0.727732 -1.983789 0.04 0.18 -0.07
H -3.962689 0.020680 -0.268049 -0.04 0.00 -0.10
H -4.646349 2.113458 0.940811 -0.07 -0.02 -0.18
H -6.097007 3.607636 -0.813578 0.07 -0.17 -0.03
H -6.190526 2.173945 -3.117403 0.07 -0.06 0.16
H -4.790558 -0.111308 -2.635811 -0.30 0.04 0.17
N -2.341688 0.116397 -3.547010 0.40 -0.06 -0.01
C -1.184122 -0.483543 -3.124337 -0.12 0.05 -0.05
C -0.493697 -0.908068 -4.237571 0.09 0.01 0.31
C -1.259031 -0.546146 -5.371818 -0.20 0.09 -0.21
C -2.393470 0.087546 -4.916386 -0.05 -0.07 0.08
H -3.046888 0.518360 -2.943064 0.28 0.02 -0.18
H -0.952175 -0.558229 -2.070374 -0.06 -0.01 -0.23
H 0.458898 -1.421755 -4.233256 -0.16 0.08 0.00
H -1.009198 -0.727606 -6.409188 -0.05 0.05 0.16
H -3.231516 0.518086 -5.448060 0.04 -0.16 0.06
N -1.227345 2.732435 -6.395434 0.10 0.24 -0.15
C -1.746032 3.310200 -7.524899 0.09 0.05 0.10
C -0.831682 4.227856 -7.991881 -0.34 -0.09 -0.17
C 0.280138 4.198223 -7.116541 0.20 -0.11 0.28
C 0.010284 3.264019 -6.141667 -0.10 0.00 -0.02
H -1.685645 2.024011 -5.837109 0.27 0.09 -0.13
H -2.719410 3.020816 -7.897731 0.16 0.08 0.04
H -0.951896 4.850414 -8.868978 0.02 -0.12 0.14
H 1.180961 4.793731 -7.189830 -0.15 -0.06 -0.04
H 0.590896 2.933859 -5.290640 -0.12 0.03 -0.09
N 4.026278 -3.381158 7.399269 -0.02 -0.04 -0.04
C 4.111409 -2.064186 7.029303 0.01 0.10 -0.02
C 5.437145 -1.771609 6.799034 -0.36 0.19 -0.05
C 6.176941 -2.955404 7.032643 -0.01 -0.40 0.09
C 5.280428 -3.934162 7.399020 0.09 -0.03 0.01
H 3.171696 -3.868903 7.634697 0.34 0.19 -0.08
H 3.223911 -1.449206 6.963281 0.17 -0.06 0.04
H 5.828949 -0.809820 6.494435 -0.09 -0.16 0.06
H 7.248248 -3.080625 6.942616 -0.20 0.01 0.02
H 5.427337 -4.973678 7.660150 0.01 0.20 -0.04
N 2.480012 3.066886 2.085722 0.20 0.17 -0.08
C 2.629615 4.394279 2.392615 0.06 -0.02 0.01
C 3.930949 4.750706 2.117495 -0.31 0.17 0.13
C 4.587703 3.599161 1.621655 0.04 -0.37 -0.11
C 3.667549 2.574898 1.609897 0.03 0.06 0.04
H 1.626662 2.533987 2.192697 0.48 0.34 0.02
H 1.799932 4.969640 2.780944 0.16 -0.07 -0.06
H 4.360478 5.734178 2.257550 -0.09 -0.17 -0.03
H 5.620489 3.525201 1.306433 -0.19 0.00 0.04
H 3.756298 1.540507 1.305718 0.05 0.16 0.04
N -7.742076 -3.490623 0.275737 -0.08 -0.04 -0.01
C -7.656945 -2.173652 -0.094230 0.01 0.09 0.01
C -6.331209 -1.881076 -0.324499 -0.41 0.18 -0.01
C -5.591413 -3.064870 -0.090890 0.04 -0.51 0.11
C -6.487926 -4.043627 0.275488 0.09 -0.02 0.03
H -8.596659 -3.978369 0.511164 0.35 0.20 -0.11
H -8.544444 -1.558673 -0.160252 0.17 -0.07 0.00
H -5.939406 -0.919287 -0.629098 -0.37 -0.44 0.15
H -4.520106 -3.190091 -0.180916 -0.24 -0.01 0.02
H -6.341018 -5.083144 0.536617 0.01 0.19 -0.05
N 3.767162 4.478009 -5.970804 0.05 0.02 -0.02
C 3.916765 5.805403 -5.663912 0.02 0.06 0.05
C 5.218099 6.161829 -5.939032 -0.34 0.17 0.13
C 5.874853 5.010284 -6.434871 -0.01 -0.39 -0.10
C 4.954700 3.986021 -6.446629 0.07 -0.03 0.01
H 2.913812 3.945111 -5.863830 0.31 0.19 -0.09
H 3.087082 6.380763 -5.275582 0.16 -0.08 -0.06
H 5.647628 7.145301 -5.798976 -0.09 -0.16 -0.02
H 6.907639 4.936325 -6.750093 -0.18 -0.01 0.04
H 5.043449 2.951630 -6.750808 0.01 0.19 0.05
```
Forces are in eV/Å.


# 2
A structure of composition C36H52BN8OS3Sr, computed with ωB97M-V/def2-TZVPD.

Calculated values
- Charge: -1
- Kohn-Sham gap: 5.9 eV
- Total energy: -3166.5966 Ha
- E_HOMO: -0.139 Eh

```
102
Properties=species:S:1:pos:R:3:forces:R:3
Sr -0.541761 0.662625 -0.234867 3.74 2.77 1.80
C -3.917736 1.663006 0.771854 0.18 0.39 0.11
N -2.922971 1.455640 -0.267847 0.14 -2.16 -0.45
C -2.899998 -0.058365 -0.560822 -0.21 0.32 -1.35
C -2.151787 -0.620553 -1.932421 0.05 -0.08 0.68
N -0.680696 -1.015438 -1.940088 -1.79 1.00 0.22
C -0.368475 -2.030338 -0.963935 -0.17 -0.67 -0.41
C -0.148086 -1.134394 -3.263384 -0.19 -0.16 -0.29
C -0.693933 -2.079909 -4.130784 0.08 -0.07 0.22
C -0.246314 -2.208087 -5.431686 0.03 -0.01 -0.03
C 0.768588 -1.353037 -5.862893 -0.01 -0.01 -0.01
C 1.302773 -0.409220 -5.012689 -0.01 -0.03 0.02
C 0.863320 -0.252536 -3.678183 0.27 0.12 0.02
S 1.572177 0.950740 -2.650239 -0.46 -0.17 0.19
C -3.061651 2.244250 -1.454323 -0.41 0.30 -0.55
C -4.163252 1.997910 -2.282693 0.02 -0.08 0.17
C -4.336468 2.635229 -3.491477 0.01 0.00 0.00
C -3.362118 3.553170 -3.882385 -0.02 0.02 -0.01
C -2.291658 3.821901 -3.062144 0.15 0.12 0.06
C -2.093921 3.211865 -1.797371 -0.22 0.08 -0.22
S -0.741721 3.706012 -0.819597 -0.27 -0.38 0.20
H -4.912682 1.286388 0.494464 0.02 -0.01 -0.05
H -3.996276 2.731699 0.970706 0.04 0.00 0.00
H -3.589841 1.167868 1.687870 -0.03 0.02 0.01
H -3.924655 -0.420845 -0.653100 -0.01 -0.05 -0.04
H -2.485244 -0.519424 0.328112 -0.20 -0.39 0.34
H -2.285279 0.164620 -2.673426 0.01 -0.17 -0.25
H -2.733394 -1.505755 -2.192478 -0.25 0.08 -0.08
H -0.732196 -3.010088 -1.299259 0.17 -0.18 0.22
H -0.883998 -1.794202 -0.040206 -0.18 -0.25 0.40
H 0.694235 -2.070497 -0.715858 -0.10 0.02 -0.43
H -1.472079 -2.740383 -3.758842 -0.02 0.01 -0.02
H -0.673347 -2.952980 -6.090733 0.01 0.01 -0.01
H 1.143033 -1.423818 -6.878186 -0.01 -0.02 0.00
H 2.084181 0.255192 -5.359278 0.01 0.00 0.01
H -4.892268 1.259806 -1.959551 -0.01 -0.01 -0.01
H -5.189918 2.411268 -4.118168 0.00 0.01 -0.01
H -3.438243 4.061480 -4.836491 -0.01 -0.01 0.00
H -1.543762 4.539030 -3.375451 0.01 -0.01 0.01
C 1.867711 4.239245 1.427332 0.01 -0.07 0.00
C 2.980250 3.323941 0.910796 0.23 0.14 -0.02
C 2.932636 3.190827 -0.607337 -0.09 -0.01 0.02
C 2.984363 2.016907 1.650623 -0.21 -0.16 -0.05
C 3.881585 1.704345 2.686036 0.05 0.03 0.18
C 3.476283 0.475530 3.139798 0.03 0.10 -0.07
N 2.406679 0.089859 2.414500 -0.16 -0.18 -0.21
N 2.103834 1.031806 1.476940 -0.13 0.00 0.18
B 1.923890 -1.370422 2.495828 0.31 -0.09 0.13
N 0.468637 -1.710342 2.954430 -0.11 0.17 0.11
C 0.258915 -2.678479 3.865308 0.00 -0.03 0.04
C -1.086019 -2.962402 3.911481 -0.09 -0.09 0.09
C -1.651437 -2.089189 2.972488 0.03 0.45 -0.04
N -0.711393 -1.327907 2.410471 0.17 -0.24 -0.48
C -3.094552 -1.910277 2.597681 -0.01 -0.06 0.02
C -3.516191 -2.908979 1.517254 -0.08 -0.02 0.03
C -4.009010 -2.017053 3.815370 0.00 -0.01 0.03
N 2.221203 -2.130960 1.179120 -0.08 0.06 -0.13
C 1.991321 -3.438266 0.930994 0.05 0.02 0.03
C 2.512477 -3.734698 -0.310623 0.04 -0.03 0.04
C 3.056814 -2.513884 -0.763325 -0.07 0.03 0.04
N 2.875374 -1.562570 0.145622 0.07 -0.01 0.02
C 3.739908 -2.188728 -2.060946 0.00 0.02 -0.02
C 3.293093 -3.117913 -3.186563 0.03 -0.02 0.02
C 5.260385 -2.209195 -1.892253 -0.02 -0.03 -0.01
H 1.772358 5.130527 0.804367 0.00 0.01 -0.01
H 2.067145 4.557174 2.455838 -0.01 -0.01 0.00
H 0.914733 3.709229 1.402125 0.06 0.03 -0.09
H 3.934854 3.793175 1.178514 0.01 -0.03 -0.04
H 1.910798 3.025652 -0.949078 0.04 -0.07 -0.05
H 3.551236 2.366630 -0.961198 0.00 -0.01 0.00
H 3.280087 4.116625 -1.072534 -0.03 0.01 0.00
H 4.710003 2.300610 3.032157 -0.01 0.00 0.01
H 3.877969 -0.168160 3.902431 0.01 -0.01 0.00
H 2.577851 -1.836236 3.406554 0.03 -0.08 -0.10
H 1.083305 -3.098798 4.415748 0.02 0.01 -0.02
H -1.583750 -3.675210 4.547263 0.00 0.00 0.00
H -3.187629 -0.898411 2.196822 0.00 -0.02 0.03
H -3.446246 -3.930231 1.899318 0.05 0.00 -0.01
H -2.875800 -2.839233 0.636626 -0.01 -0.02 0.00
H -4.552649 -2.742680 1.210228 0.02 0.03 -0.02
H -3.991630 -3.030365 4.223586 0.01 0.00 0.01
H -5.042397 -1.784864 3.549043 0.00 -0.01 -0.01
H -3.691111 -1.332609 4.602683 -0.02 0.01 0.00
H 1.472807 -4.056985 1.646432 -0.02 0.00 0.01
H 2.485713 -4.683354 -0.821071 -0.01 0.00 0.00
H 3.439931 -1.168737 -2.317628 -0.03 0.01 0.03
H 3.644004 -4.141727 -3.017733 -0.02 0.00 0.02
H 3.699354 -2.779996 -4.141622 0.01 0.00 0.00
H 2.205003 -3.135112 -3.276923 0.00 0.01 -0.02
H 5.604461 -3.209230 -1.610333 0.00 0.01 0.00
H 5.563815 -1.511506 -1.111335 0.01 0.00 0.00
H 5.756684 -1.927446 -2.824439 0.00 0.01 0.00
C -1.032241 4.142955 3.196156 -0.01 0.00 0.02
S -0.947189 2.357621 3.493155 -0.08 -0.09 -0.15
C 0.659856 2.251979 4.276283 -0.02 0.05 -0.03
O -0.788178 1.745141 2.143084 -0.27 -0.16 -0.05
H -1.974279 4.515353 3.594256 0.01 0.02 0.02
H -1.016029 4.246471 2.107762 -0.04 0.02 0.04
H -0.189961 4.667722 3.642172 -0.02 0.00 -0.01
H 0.623940 2.797066 5.220328 0.00 0.00 0.01
H 1.420406 2.652462 3.606442 -0.03 -0.04 0.05
H 0.843429 1.193522 4.451323 0.03 -0.01 0.00
```
Forces are in eV/Å.


| no. | E_LUMO (eV) |
| --- | --- |
| 1 | -0.7 |
| 2 | 2.1 |